The following is a quantum chemistry calculation of a 9-piece molecular cluster, C56H116N4O14S5 overall at a distorted geometry, from the OMol25 dataset.

Summary:
Energy above the lowest of the compared OMol25 structures with the same formula, charge and spin   0.680 eV
Structure (SMILES)   CC1(C)CCCC(C)(C)N1O.CC1(C)CCCC(C)(C)N1O.CC1(C)CCCC(C)(C)N1O.CC1(C)CCCC(C)(C)N1O.O=S1(=O)CCCC1.O=S1(=O)CCCC1.O=S1(=O)CCCC1.O=S1(=O)CCCC1.O=S1(=O)CCCC1
Highest occupied orbital energy   -7.98 eV
Charge   0
Max |F|   4.12 eV Å⁻¹

```
195
Properties=species:S:1:pos:R:3:forces:R:3:lowdin_charge:R:1
C -1.95799 1.50993 2.17337 -1.1325 0.0412 -1.1041 -0.02
C -0.82184 1.21306 1.12728 -1.2387 0.7295 0.3134 -0.45
C -1.12557 1.90709 -0.22540 0.1301 0.4928 -0.2010 -0.01
C 0.35005 1.91059 1.79510 1.9880 -0.2189 -0.6602 -0.17
C 1.69249 1.40729 1.26905 -0.7438 -2.2229 0.8116 -0.13
C 1.66183 -0.22828 1.36788 1.4041 3.5365 -0.3159 -0.11
C 0.58231 -0.90363 0.52115 0.7900 0.8816 -0.6399 -0.46
C 0.79255 -0.81529 -1.03002 0.3819 1.1828 1.6960 0.00
C 0.77338 -2.33538 0.91824 -1.5828 -0.6783 2.0216 -0.05
N -0.67536 -0.24181 1.01062 3.5944 0.0602 2.0106 -0.14
O -1.81130 -0.92787 0.78411 -1.1567 -0.3878 -1.0119 0.03
H -2.95300 1.37942 1.74790 -0.1136 -0.6719 -0.1583 0.07
H -1.89740 0.91965 3.08770 0.2927 -0.0077 -0.2638 0.05
H -2.05313 2.56055 2.44771 0.8173 0.2399 0.0304 0.08
H -0.33492 1.97951 -0.97222 0.7394 -0.4282 0.4224 0.06
H -1.90963 1.46007 -0.83657 -0.5580 0.0117 0.4726 0.08
H -1.30511 2.96398 -0.02834 -0.6603 0.0300 0.0307 0.07
H 0.37449 2.99231 1.66323 -0.8042 0.1388 -0.1575 0.12
H 0.34734 1.75323 2.87368 -0.1667 -0.2906 0.0673 0.10
H 1.95773 1.71074 0.25630 -0.3930 -0.0158 -0.2189 0.09
H 2.48702 1.81902 1.89139 0.2272 -0.2200 0.2082 0.08
H 1.57667 -0.56108 2.40233 -0.3330 0.2995 0.0523 0.10
H 2.72100 -0.38238 1.16169 -0.1879 -1.1197 -0.7281 0.08
H 0.02554 -1.41342 -1.52201 0.0885 0.3560 -0.3351 0.08
H 1.80674 -1.11754 -1.29108 -0.1003 -0.5924 -0.0118 0.08
H 0.81457 0.25857 -1.21556 -0.6120 -0.1388 -0.8029 0.04
H 1.81492 -2.65668 0.92601 -0.0759 0.0776 -0.7442 0.08
H 0.05613 -3.06961 0.55141 0.2748 0.0404 -0.7041 0.08
H 0.52687 -2.34143 1.97998 -0.0134 -0.2878 0.3584 0.07
H -1.90857 -0.77773 -0.15907 -1.1090 -0.4881 -0.6723 0.09
C -3.88391 4.71050 -0.98710 -0.0420 0.9344 0.1169 -0.02
C -5.24756 5.43512 -0.72386 -0.7028 0.1253 -0.3740 -0.42
C -5.80961 6.16820 -2.02339 1.5424 -0.0522 0.1592 -0.03
C -6.31835 4.37594 -0.33689 -0.5764 -0.1134 -0.2561 -0.17
C -6.23803 3.79172 1.01803 0.6697 1.6336 2.7520 -0.19
C -6.25075 5.00983 2.03192 1.0128 -1.0934 -0.2457 -0.12
C -5.12996 6.10610 1.79779 -2.4926 -1.5139 -0.7191 -0.48
C -5.65036 7.23182 2.65666 0.6091 1.8746 0.2727 -0.07
C -3.76945 5.62235 2.30200 -0.1889 0.1365 -0.7035 -0.02
N -5.21554 6.47195 0.34627 -2.0728 -2.8451 1.3955 -0.15
O -4.62544 7.63652 0.02554 1.6455 1.6091 -0.5070 -0.01
H -3.03119 5.36516 -0.80710 -0.1033 0.5142 -0.2799 0.08
H -3.66110 3.91166 -0.27978 -0.5422 -0.3902 -0.2021 0.05
H -3.82398 4.37918 -2.02380 -0.0170 -0.3059 0.1175 0.08
H -6.74151 6.72529 -1.92693 -0.0893 -0.3200 0.5972 0.08
H -5.06787 6.90355 -2.33514 0.1080 0.1527 0.0954 0.07
H -5.89477 5.53359 -2.90550 -0.1108 -0.5252 0.3112 0.08
H -7.30053 4.84807 -0.35956 -0.0983 0.0682 -0.6378 0.12
H -6.29334 3.45917 -0.92596 0.0098 0.5678 -1.2187 0.12
H -7.07904 3.16587 1.31654 -0.1475 -0.1208 -0.5106 0.11
H -5.34929 3.16433 1.08596 0.2427 0.0703 0.4401 0.09
H -6.18747 4.69493 3.07352 0.5193 -0.3800 0.1153 0.11
H -7.24219 5.46184 2.06087 -0.0255 0.2570 -0.7851 0.11
H -5.64686 6.99428 3.72046 0.6295 -0.1096 0.0098 0.09
H -6.64842 7.65665 2.54952 -0.4190 -0.7760 -0.8921 0.09
H -5.04328 8.10971 2.43562 0.4582 0.1469 0.6442 0.08
H -3.42614 4.76237 1.72694 -0.0986 -0.1072 0.0429 0.05
H -3.84911 5.32661 3.34809 0.2309 0.2229 0.0277 0.09
H -3.04343 6.41548 2.12329 0.1513 0.0424 0.3886 0.09
H -5.33276 8.28511 0.05044 -0.0603 0.2175 -0.1646 0.11
C 3.12877 5.65957 -5.35080 -1.1531 -0.0993 -0.5968 -0.06
C 3.51190 4.18832 -5.65021 0.5553 0.8820 0.9651 -0.44
C 3.11189 3.89338 -7.15340 0.5527 -0.2793 0.7904 -0.02
C 5.09919 4.04300 -5.40447 -0.3425 0.7495 -1.0096 -0.13
C 5.62479 2.63387 -5.39824 -2.4239 -0.1731 -0.0187 -0.19
C 4.81319 1.76056 -4.44475 1.5117 0.1558 0.1549 -0.16
C 3.30368 1.90795 -4.46464 -1.1798 1.2501 -1.2789 -0.49
C 2.71576 1.03196 -5.57344 -0.2819 0.8072 -0.1150 -0.03
C 2.79191 1.34378 -3.17159 -0.4706 0.0339 1.2143 -0.07
N 2.84987 3.38832 -4.58374 2.6202 -1.0402 0.4379 -0.11
O 1.46445 3.60419 -4.43393 0.1317 -0.6556 -0.7744 -0.02
H 3.00094 5.93732 -4.30456 0.6579 -0.2928 0.1536 0.08
H 3.69388 6.41968 -5.89023 0.4412 -0.2695 0.0765 0.08
H 2.11629 5.76932 -5.73932 -0.1964 0.1070 -0.0993 0.07
H 2.13059 3.42448 -7.22613 0.1171 -0.2108 0.1466 0.08
H 3.05591 4.76680 -7.80309 0.1629 0.3486 0.4059 0.08
H 3.89403 3.26902 -7.58529 -0.3089 -0.3379 -0.2048 0.06
H 5.53600 4.44960 -6.31660 0.0243 0.6789 -0.0285 0.11
H 5.48290 4.64670 -4.58203 -0.5198 0.0640 0.2505 0.11
H 5.24276 2.31500 -6.36802 0.8470 -0.6140 -0.4397 0.09
H 6.69817 2.47619 -5.29290 -0.1189 0.2726 -0.1043 0.12
H 5.16686 1.83587 -3.41648 0.1120 0.2938 0.1497 0.11
H 5.12979 0.77646 -4.79031 -0.6623 -0.5911 0.4317 0.12
H 1.69456 1.37177 -5.74595 -0.4984 -0.7529 0.6418 0.08
H 2.87663 0.04372 -5.14261 -0.6454 -0.4045 -0.9005 0.09
H 3.08662 1.16390 -6.58988 0.9378 -0.2236 0.2288 0.07
H 3.26198 0.39002 -2.93183 0.1180 -0.1329 -0.2500 0.08
H 1.71721 1.16771 -3.12554 -0.0524 0.1393 -0.3405 0.08
H 3.03754 1.99641 -2.33384 0.0764 0.2397 0.0421 0.09
H 1.39680 4.00669 -3.56501 -0.0051 0.0655 0.0844 0.10
C -1.03163 -4.71859 -4.95352 -0.2059 -0.6105 -1.3808 -0.02
C -1.87504 -5.70717 -4.15772 -0.0622 -1.0155 0.8341 -0.47
C -3.37982 -5.71174 -4.60657 0.6588 -0.1082 0.3733 -0.01
C -1.39766 -7.17862 -4.32020 0.8555 0.1289 -0.9983 -0.15
C -0.03308 -7.44114 -3.74173 -0.1312 -0.3349 1.6269 -0.19
C -0.11544 -7.21253 -2.21426 0.9624 0.5090 -1.2301 -0.15
C -0.66787 -5.81707 -1.83365 1.1474 -2.3519 -0.3440 -0.49
C -1.19176 -6.01676 -0.41145 0.6395 1.2233 0.5562 -0.01
C 0.58166 -4.88065 -1.94792 -1.2829 0.6947 -0.5044 -0.01
N -1.76255 -5.42330 -2.70761 -1.1450 -1.7254 -0.1763 -0.13
O -2.12731 -4.12339 -2.45165 -0.4009 0.9712 0.0875 -0.02
H -1.17586 -4.93730 -6.01157 -0.1611 -0.0178 -0.2144 0.09
H -1.39113 -3.69348 -4.86407 0.2846 0.1186 0.2291 0.09
H 0.04584 -4.83436 -4.83629 -0.0883 0.3103 0.5078 0.08
H -3.49122 -6.07763 -5.62726 0.3450 -0.1241 -0.0927 0.08
H -3.86877 -6.43451 -3.95340 -0.2446 0.2129 0.0275 0.08
H -3.91241 -4.76078 -4.59487 0.2737 0.1357 0.3990 0.06
H -2.05120 -7.94706 -3.90731 -0.5673 0.4707 0.0058 0.13
H -1.24711 -7.38459 -5.37992 -0.6895 0.0304 -0.3259 0.12
H 0.19778 -8.50636 -3.75255 0.1678 -0.0541 -0.8981 0.11
H 0.71572 -6.88087 -4.30164 0.2763 0.0162 0.3912 0.10
H 0.88973 -7.22919 -1.79301 0.1660 -0.0647 0.0623 0.11
H -0.56664 -8.10168 -1.77389 -0.7830 0.3406 0.0588 0.12
H -0.99106 -5.06511 0.08069 -0.5106 -0.0647 0.6488 0.06
H -0.62810 -6.78980 0.11085 0.2656 0.1242 0.0052 0.08
H -2.23837 -6.30327 -0.30845 0.0173 0.2767 -0.4676 0.09
H 1.31678 -4.89756 -1.14330 -0.3753 -0.1056 0.2334 0.08
H 0.13235 -3.89419 -2.06240 0.5603 0.4661 0.5605 0.06
H 1.11992 -5.00997 -2.88689 0.0054 -0.4773 -0.0129 0.07
H -1.51555 -3.66020 -3.02855 -0.0058 1.1206 0.0930 0.05
O 3.80353 -1.65963 3.15755 2.9992 0.5833 -0.7533 -0.36
S 5.24643 -1.48225 2.79650 -0.5342 -0.1547 -0.9451 0.76
O 6.23042 -2.42978 3.33316 -0.9778 1.3123 -0.2466 -0.35
C 5.50207 -1.41829 0.89902 0.0804 -1.5846 1.6344 -0.20
C 6.38273 -0.22614 0.60922 -0.4769 0.8254 0.6837 -0.21
C 5.91115 0.93413 1.55195 0.8705 -0.1083 -0.7097 -0.21
C 5.77460 0.33401 2.96716 -0.9953 -0.4286 -0.2427 -0.18
H 4.47316 -1.58287 0.57906 0.1438 0.7506 -0.7140 0.08
H 6.07613 -2.32748 0.72036 -0.2711 -0.1945 -0.0295 0.09
H 7.40900 -0.46333 0.88959 -0.0005 -0.2873 0.3080 0.12
H 6.50459 0.03009 -0.44320 -0.6702 0.1671 -0.0355 0.11
H 5.08103 1.51641 1.15201 -0.8257 -0.8056 0.2641 0.10
H 6.64426 1.74001 1.51712 0.5661 -0.2516 0.4572 0.11
H 4.92323 0.76092 3.49727 0.2969 0.1223 0.2962 0.07
H 6.70901 0.36680 3.52742 -0.1920 -0.0764 0.0508 0.10
O -5.20893 0.43551 -4.49638 0.7813 0.3568 0.7054 -0.34
S -4.72879 -0.28899 -3.33502 -0.4222 -1.1732 1.1841 0.72
O -3.36750 -0.21077 -2.77192 -1.2295 0.1952 -1.2637 -0.36
C -5.81773 -0.14847 -1.83909 -0.0272 -0.1382 -0.8952 -0.20
C -6.48089 -1.53247 -1.68966 0.7548 0.0651 0.3704 -0.21
C -5.53093 -2.59365 -2.30076 -0.2172 0.0041 1.0018 -0.22
C -5.16391 -2.03770 -3.65729 0.5700 0.2320 -0.4702 -0.23
H -6.51617 0.67715 -1.97558 0.1153 -0.0143 0.0302 0.09
H -5.09782 0.04485 -1.04381 -0.2263 0.0527 0.0547 0.09
H -6.65720 -1.71517 -0.62964 0.0388 -0.1067 0.0064 0.11
H -7.44471 -1.65564 -2.18360 0.0019 0.5118 -0.1708 0.11
H -6.05434 -3.53885 -2.15674 -0.0378 -0.2129 -1.1201 0.12
H -4.63628 -2.78138 -1.70708 0.2286 0.5323 0.0780 0.11
H -5.96132 -2.00607 -4.39973 -0.2394 0.0635 0.2586 0.10
H -4.28757 -2.41334 -4.18552 0.0931 -0.3961 0.3708 0.08
O 2.33236 -5.14867 4.99396 -0.0052 -0.5853 -1.1165 -0.33
S 2.19129 -6.00212 3.82227 2.0325 0.5336 -1.3808 0.71
O 1.19933 -7.02464 3.79294 -0.7414 -0.4796 0.0238 -0.32
C 2.22006 -4.97177 2.24315 0.8350 1.4642 0.9359 -0.20
C 3.41749 -5.42071 1.38542 -1.1750 -1.2708 -0.4997 -0.23
C 4.49115 -5.95177 2.29224 0.8944 0.5217 0.8821 -0.25
C 3.84738 -6.79689 3.34816 -0.6720 -0.3682 1.2850 -0.21
H 2.45315 -3.99109 2.65791 -0.0689 0.1673 0.1870 0.07
H 1.29458 -4.82882 1.68535 -0.1557 -0.7087 0.3962 0.08
H 2.96059 -6.21563 0.79597 0.4644 -0.4474 -0.3470 0.11
H 3.84299 -4.73454 0.65314 -0.4212 0.5497 0.2527 0.11
H 5.00010 -5.10352 2.75001 -0.1415 0.2735 0.2968 0.11
H 5.33379 -6.48776 1.85547 -0.3450 -0.2170 -0.5862 0.12
H 4.42390 -6.94202 4.26176 0.0376 0.4537 0.0775 0.10
H 3.67991 -7.81682 3.00204 -0.6211 0.1125 -0.2146 0.10
O -2.60719 -3.48051 5.45341 -0.0326 0.3193 0.2522 -0.32
S -1.36495 -3.03822 4.87494 1.5238 -0.5391 -1.8126 0.71
O -0.73743 -3.92946 3.85322 -0.9065 1.6929 1.8376 -0.36
C -1.43002 -1.34795 4.23179 0.0248 0.8623 0.2996 -0.23
C -1.44843 -0.44878 5.52556 -1.2721 -1.4395 -1.1141 -0.20
C -0.30816 -0.98802 6.35965 -0.4877 0.1405 0.9523 -0.23
C -0.14330 -2.50407 6.14666 -0.0933 -0.3908 -1.2130 -0.18
H -2.21155 -1.16951 3.49322 -0.1099 -0.3101 0.1985 0.10
H -0.47221 -1.28453 3.71539 0.0693 0.1864 -0.1366 0.08
H -1.46217 0.63884 5.45488 0.4874 -0.0591 -0.6389 0.11
H -2.42829 -0.65901 5.95425 -0.0334 -0.1674 0.4429 0.11
H -0.52626 -0.75547 7.40198 0.3246 -0.0420 0.0746 0.12
H 0.56774 -0.40565 6.07373 0.2699 -0.5471 0.1650 0.09
H -0.26792 -3.21553 6.96299 0.1802 0.4269 0.2109 0.11
H 0.78935 -2.67275 5.60833 0.1295 -0.4103 0.3240 0.09
O 0.45310 3.48589 7.05423 1.6091 -1.4929 -0.6810 -0.36
S 1.63560 2.59988 6.95727 -0.8293 0.6647 1.4312 0.75
O 1.54907 1.24637 7.53013 0.3866 1.8132 -0.9020 -0.35
C 2.36531 2.55088 5.24735 -0.7173 -0.9321 0.8322 -0.21
C 3.48403 3.54288 5.32457 0.5521 0.7543 -0.1773 -0.24
C 4.16646 3.53597 6.68325 0.0607 -0.7228 0.5850 -0.24
C 3.03847 3.61302 7.69296 -0.2173 -0.4385 -0.0975 -0.20
H 1.57528 2.73220 4.51860 0.0197 0.4354 0.1807 0.09
H 2.69722 1.52985 5.05910 0.1187 -0.1180 0.3381 0.10
H 4.24355 3.34362 4.56858 -0.2779 0.4059 -0.3620 0.11
H 3.03309 4.53398 5.27484 0.2308 0.2055 -0.7349 0.12
H 4.86639 4.36016 6.82077 -0.1698 0.1731 -0.2276 0.12
H 4.77080 2.64057 6.82867 -0.1239 -0.2608 -0.0105 0.12
H 2.68831 4.64309 7.75956 -0.3707 -0.1577 -0.0487 0.10
H 3.29704 3.27347 8.69593 -0.2269 -0.2682 -0.1423 0.10
```
Forces are in eV/Å.

---

The following is a quantum chemistry calculation of a 2-piece molecular cluster, C2H3Cl3 overall at a distorted geometry, from the OMol25 dataset.

Summary:
Energy above the lowest of the compared OMol25 structures with the same formula, charge and spin   4.292 eV
Highest occupied orbital energy (spin up / spin down)   -8.39 / -8.82 eV
Charge   0
Max |F|   3.23 eV Å⁻¹

```
8
Properties=species:S:1:pos:R:3:forces:R:3:lowdin_charge:R:1
C 0.64419 0.01862 1.64733 -0.9645 1.6118 2.5649 -0.48
C -2.95656 -0.09184 -0.58108 -1.4907 -1.1091 0.1715 -1.14
Cl -0.44912 0.44799 0.41102 0.6316 0.2685 0.7424 0.57
Cl -3.59032 1.51622 -0.68152 0.4041 -0.7003 -0.1767 0.52
Cl -3.47660 -1.00780 0.82441 0.2832 0.4985 -0.3135 0.48
H 0.57614 0.41273 2.77618 -0.1512 -0.8784 -3.1016 0.07
H 1.35595 -0.68782 1.35081 0.9135 -0.8550 -0.1429 -0.04
H -3.06632 -0.78936 -1.44009 0.3740 1.1639 0.2560 0.02
```
Forces are in eV/Å.

---

The following is a quantum chemistry calculation of the molecule C5H4N2O at a distorted geometry, from the OMol25 dataset.

Summary:
Energy above the lowest of the compared OMol25 structures with the same formula, charge and spin   3.062 eV
Structure (SMILES)   c1cc2ncoc2[nH]1
Highest occupied orbital energy   -7.83 eV
Charge   0
Max |F|   7.33 eV Å⁻¹

```
12
Properties=species:S:1:pos:R:3:forces:R:3:lowdin_charge:R:1
C 1.79230 0.05462 -0.02274 -0.6363 1.6311 1.3276 -0.13
C 0.95319 1.21970 0.04629 4.7749 1.1292 -1.9907 -0.06
C -0.36136 0.86747 -0.15870 -0.5219 -4.5056 0.0077 -0.17
N -1.78457 1.13663 -0.04286 3.2628 2.2079 0.2654 0.15
C -2.22353 -0.01949 -0.00083 -6.2511 -2.9337 2.4620 -0.32
O -1.45276 -1.05750 -0.16219 1.5364 -4.0719 0.4632 0.08
C -0.20041 -0.60431 -0.17954 -2.9606 4.9673 -0.2892 -0.31
N 1.01251 -1.09615 -0.01496 -0.7294 -3.3892 0.0546 0.09
H 2.85726 0.05686 -0.09339 0.2831 -0.2507 0.1640 0.09
H 1.56408 2.15738 -0.20083 -1.4905 -1.0168 0.8990 0.12
H -3.21239 -0.52085 0.55785 1.9009 2.3090 -2.2824 0.20
H 1.05569 -2.19438 0.27190 0.8318 3.9233 -1.0811 0.25
```
Forces are in eV/Å.